Entry from OMol25: a 2-piece molecular cluster, C2H4N2O overall (wB97M-V/def2-TZVPD).

```
9
Properties=species:S:1:pos:R:3:lowdin_charge:R:1
C 1.18389 -0.40291 -0.82998 -0.286
N 1.86221 0.58918 -0.51027 0.093
N 1.92710 -0.64892 0.28471 -0.033
H 0.81075 -0.91791 -1.68379 0.115
H 1.24178 -0.69105 1.05770 0.065
C -1.73772 0.47589 0.45745 -0.167
O -1.18033 -0.18396 -0.31202 -0.016
H -2.95964 0.45406 0.59661 0.129
H -1.14803 1.32562 0.93958 0.100
```

Results
**Charge**: 0
**HOMO-LUMO gap**: 9.369 eV
**Structure (SMILES)**: C1=NN1.C=O
**E**: -263.1779 hartree
**HOMO level**: -8.9 eV

=====

Entry from OMol25: a 2-piece molecular cluster, C2H4N2O overall (wB97M-V/def2-TZVPD).

```
9
Properties=species:S:1:pos:R:3:lowdin_charge:R:1
C -0.68657 -0.61726 -0.31351 -0.447
C 3.24181 0.79341 0.10158 0.001
N -0.68179 -1.25971 0.76118 0.061
N 0.35716 -0.09614 -0.98881 0.060
O 3.58345 -0.24754 0.36270 0.033
H -1.72182 -0.47488 -0.64341 0.108
H 0.28654 -1.24564 1.09734 0.030
H 1.26966 -0.43753 -0.69492 0.037
H 0.18035 0.86342 -1.36646 0.119
```

Results
**Charge**: 0
**HOMO-LUMO gap**: 10.559 eV
**E**: -263.3290 hartree
**HOMO level**: -9.6 eV

=====

Entry from OMol25: one molecule with the formula C2H4N2O (wB97M-V/def2-TZVPD).

```
9
Properties=species:S:1:pos:R:3:lowdin_charge:R:1
H -1.02097 1.65502 1.62024 0.053
N -0.49880 0.81634 1.36682 0.124
C -0.83126 0.40755 0.21874 -0.284
N -0.22523 -0.78375 -0.31037 0.013
C 1.07578 -0.55660 -0.83621 -0.333
O 2.08529 -0.79403 -0.22801 0.069
H -1.58177 0.87426 -0.42368 0.114
H -0.09150 -1.42235 0.46669 0.116
H 1.08848 -0.19646 -1.87421 0.128
```

Results
**Charge**: 0
**HOMO-LUMO gap**: 11.080 eV
**Structure (SMILES)**: [H]/N=C/NC=O
**E**: -263.3300 hartree
**HOMO level**: -10.3 eV

=====

Entry from OMol25: one molecule with the formula C2H4N2O (wB97M-V/def2-TZVPD).

```
9
Properties=species:S:1:pos:R:3:lowdin_charge:R:1
C 1.33196 -0.01700 -0.04618 -0.268
N 0.77884 1.12761 -0.06984 0.029
N -0.58017 0.86859 -0.24911 -0.075
C -0.79384 -0.56732 -0.02217 -0.152
O 0.55568 -1.09132 -0.14538 -0.031
H 2.39236 -0.23825 -0.00853 0.129
H -1.06493 1.57204 0.34843 0.131
H -1.16990 -0.71434 1.00081 0.119
H -1.45000 -0.94002 -0.80803 0.117
```

Results
**Charge**: 0
**HOMO-LUMO gap**: 9.302 eV
**Structure (SMILES)**: C1=NNCO1
**E**: -263.3016 hartree
**HOMO level**: -8.3 eV

=====

Entry from OMol25: a 2-piece molecular cluster, C2H4N2O overall (wB97M-V/def2-TZVPD).

```
9
Properties=species:S:1:pos:R:3:mulliken_spin:R:1
C -0.81638 1.75431 0.01383 0.572
C 0.02682 -0.59014 0.01758 0.098
N -3.69672 -0.03518 -0.03853 0.862
N -0.82562 0.55344 0.02765 0.161
O -2.63505 -0.52587 0.03728 0.240
H -0.13187 2.57256 -0.02274 0.090
H -0.42629 -1.35658 0.64473 -0.005
H 0.08670 -0.97530 -1.00030 -0.003
H 1.02916 -0.34254 0.37410 -0.015
```

Results
**Charge**: 0
**HOMO-LUMO gap (alpha / beta)**: 7.640 / 10.954 eV
**E**: -263.1506 hartree
**HOMO level (alpha / beta)**: -7.1 / -10.9 eV
**Spin multiplicity**: 3

=====

Entry from OMol25: one molecule with the formula C2H4N2O2 (wB97M-V/def2-TZVPD).

```
10
Properties=species:S:1:pos:R:3:lowdin_charge:R:1
C 0.81728 -1.19728 0.53453 0.012
C -0.72967 0.30841 -0.41918 -0.097
N -0.31257 -0.90108 -0.06654 -0.054
N -0.06723 1.59205 -0.22690 -0.378
O -0.83323 2.56246 -0.31236 0.012
O 1.17855 1.67211 -0.03670 -0.007
H 1.09107 -2.28886 0.65320 0.094
H 1.54367 -0.36880 0.65485 0.075
H -1.75970 0.44238 -0.70341 0.116
H -0.92817 -1.82139 -0.07749 0.226
```

Results
**Charge**: 0
**HOMO-LUMO gap (alpha / beta)**: 7.908 / 7.910 eV
**E**: -338.4110 hartree
**HOMO level (alpha / beta)**: -8.2 / -8.2 eV

=====

Entry from OMol25: one molecule with the formula C2H4N2O2 (wB97M-V/def2-TZVPD).

```
10
Properties=species:S:1:pos:R:3:lowdin_charge:R:1
N 1.75730 0.16970 -0.27110 0.103
C 0.54281 -0.19292 0.38166 -0.576
O 0.45603 -0.63429 1.50817 0.084
N -0.51520 -0.01504 -0.46112 0.125
C -1.83212 0.04202 -0.06145 -0.292
O -2.72563 0.24903 -0.84194 0.060
H 2.35921 -0.63628 -0.08200 0.097
H 2.14012 0.98274 0.22044 0.102
H -0.24660 0.13813 -1.42107 0.152
H -1.93592 -0.10308 1.02838 0.145
```

Results
**Charge**: 0
**HOMO-LUMO gap**: 11.119 eV
**Structure (SMILES)**: NC(=O)NC=O
**E**: -338.6278 hartree
**HOMO level**: -10.5 eV

=====

Entry from OMol25: one molecule with the formula C2H4N2O2 (wB97M-V/def2-TZVPD).

```
10
Properties=species:S:1:pos:R:3:lowdin_charge:R:1
C 0.04741 -0.35073 -1.69013 0.119
N -0.18099 -0.47583 -0.42531 -0.249
O -0.56328 -1.57686 0.05446 -0.086
C 0.07512 0.80013 0.45516 -0.399
N 0.34099 0.26986 1.77935 0.161
O 0.20554 1.86842 -0.01017 0.137
H 0.06850 -1.22149 -2.19524 0.066
H 0.19693 0.58876 -2.08748 0.069
H 0.03040 -0.67185 1.85727 0.058
H 0.82685 0.76129 2.55043 0.124
```

Results
**Charge**: 0
**HOMO-LUMO gap (alpha / beta)**: 9.485 / 9.485 eV
**Structure (SMILES)**: C=[N+]([O-])C(N)=O
**E**: -338.5182 hartree
**HOMO level (alpha / beta)**: -9.2 / -9.2 eV

=====

Entry from OMol25: a 3-piece molecular cluster, C2H4N2O2 overall (wB97M-V/def2-TZVPD).

```
10
Properties=species:S:1:pos:R:3:lowdin_charge:R:1
N -1.44196 0.25998 -1.41127 0.200
C -0.80874 0.29591 -2.41886 -0.442
O -0.33519 0.30699 -3.48218 0.132
H -1.27494 0.24418 -0.41871 -0.007
C -0.06138 -0.09392 2.35060 -0.026
N -0.72158 0.03878 1.39829 0.088
H -0.08410 -0.21405 3.41028 0.070
O 1.38546 -0.01548 0.22809 -0.165
H 1.31953 -0.42705 -0.64618 0.034
H 2.02290 -0.39534 0.98994 0.118
```

Results
**Charge**: 0
**HOMO-LUMO gap**: 10.738 eV
**Structure (SMILES)**: N=C=O.C#N.O
**E**: -338.5343 hartree
**HOMO level**: -10.5 eV

=====

Entry from OMol25: one molecule with the formula C2H4N2O2 (wB97M-V/def2-TZVPD).

```
10
Properties=species:S:1:pos:R:3:lowdin_charge:R:1
H 2.00908 0.12530 1.18136 0.105
N 1.60880 0.34139 0.18617 0.160
C 0.59836 -0.41912 0.01404 -0.509
N -0.32499 -0.90207 1.01429 0.170
O 0.08212 -0.12145 -1.21483 0.032
C -0.73535 0.90714 -1.11630 -0.355
O -1.08252 1.41816 -0.07327 0.053
H -1.05740 -1.38510 0.44403 0.127
H 0.06211 -1.38024 1.70679 0.027
H -1.16021 1.41598 -2.14227 0.191
```

Results
**Charge**: 0
**HOMO-LUMO gap**: 10.649 eV
**Structure (SMILES)**: [H]/N=C(\N)OC=O
**E**: -338.5446 hartree
**HOMO level**: -10.0 eV

=====

Entry from OMol25: one molecule with the formula C2H4N2O2 (wB97M-V/def2-TZVPD).

```
10
Properties=species:S:1:pos:R:3:lowdin_charge:R:1
N 0.94426 -1.15194 -0.93519 0.184
C -0.22128 -0.56280 -0.61733 -0.469
O -1.31281 -0.77466 -1.11313 0.069
C 0.00319 0.45396 0.48841 -0.485
N -0.97000 1.21744 0.96247 0.187
O 1.09981 0.63764 1.01233 0.028
H 1.78101 -0.88056 -0.43845 0.106
H 0.97041 -1.85074 -1.65573 0.119
H -0.35347 1.68922 1.63035 0.133
H -1.94111 1.22245 0.66626 0.128
```

Results
**Charge**: 0
**HOMO-LUMO gap**: 10.727 eV
**Structure (SMILES)**: NC(=O)C(N)=O
**E**: -338.6279 hartree
**HOMO level**: -10.0 eV

=====

Entry from OMol25: one molecule with the formula C2H4N2O2 (wB97M-V/def2-TZVPD).

```
10
Properties=species:S:1:pos:R:3:lowdin_charge:R:1
C -0.90023 -0.15782 -0.88622 -0.052
C 0.26954 -0.13739 0.02296 -0.368
N 0.74947 1.28529 0.25708 0.028
O 1.81712 1.36163 0.81239 0.025
N -0.00259 -0.50366 1.42806 -0.004
O 0.93626 -0.65583 2.15401 0.033
H -1.91770 0.15058 -0.46790 0.119
H -0.90679 0.49949 -1.67517 0.051
H -1.04866 -1.07608 -1.27475 0.039
H 1.00358 -0.76622 -0.37047 0.128
```

Results
**Charge**: 0
**HOMO-LUMO gap (alpha / beta)**: 7.874 / 7.949 eV
**Structure (SMILES)**: CC(N=O)N=O
**E**: -338.3991 hartree
**HOMO level (alpha / beta)**: -9.0 / -9.1 eV

=====

What is the formula in the first record?
C2H4N2O

=====

Among the records above, which one has the lowest E?
number 11